3 unconnected molecules or ions with the total composition C5H14O2 at a distorted geometry. Source: the Open Molecules 2025 dataset; level of theory: the ωB97M-V functional and the def2-TZVPD basis.

Last column: Mulliken charge in e.
Cartesian coordinates (Å):
C  1.0755  1.1274  -1.4694  -1.085
C  0.0308  0.3725  -1.8694  0.338
C  -1.2946  0.9268  -2.2616  -1.105
H  2.0565  0.6846  -1.3916  0.299
H  1.0966  2.1865  -1.6928  0.320
H  0.0953  -0.7047  -1.7883  0.325
H  -1.5205  0.6319  -3.2875  0.370
H  -2.0799  0.5303  -1.6163  0.248
H  -1.3054  2.0161  -2.2148  0.297
C  -1.1842  0.8719  1.8325  -0.731
O  -0.4367  0.3654  0.7560  -0.501
H  -1.7588  0.0467  2.2532  0.273
H  -1.8973  1.6469  1.5108  0.258
H  -0.5406  1.2731  2.6282  0.297
H  0.2432  1.0127  0.2173  0.331
C  1.4579  -2.3270  1.6300  -0.605
O  0.7659  -2.1549  0.4177  -0.509
H  2.0944  -1.4655  1.8670  0.252
H  2.0922  -3.2072  1.5208  0.253
H  0.7759  -2.4915  2.4738  0.238
H  0.2337  -1.3419  0.4843  0.438

Forces on atoms 1 to 6 (eV/Å):
C 0.045 -0.458 -2.021
C 0.503 0.748 0.655
C 0.047 0.052 -0.117
H 0.056 -0.241 0.569
H -0.301 0.247 0.358
H 0.132 -0.126 -0.108

Results
SMILES: C=CC.CO.CO
spin multiplicity: 1
max |F|: 0.071 hartree/bohr
ΔE to the lowest compared entry with this formula, charge and spin: 2.022 eV
HOMO-LUMO gap: 10.491 eV